Density functional theory data (ωB97M-V with the def2-TZVPD basis set) for a cluster of 9 separate species, C22H34FN9O19 in total at a distorted geometry.

## Properties
M = 747.6 g mol⁻¹
HOMO-LUMO gap = 8.167 eV
charge = 0
E_LUMO = -1.44 eV

Bonds (Å) are listed after each position.
Positions of all 85 atoms, in Å:
1 F 4.76 -1.02 1.06  C50 1.396
2 O -3.22 -1.90 -7.19  N27 1.214
3 O -1.70 0.96 -0.79  C34 1.426, C49 1.307
4 O 0.98 0.98 -0.42  C35 1.207
5 O -4.29 5.17 -2.92  N21 1.209
6 O -5.72 -0.09 6.02  N23 1.213
7 O -4.35 -0.28 -8.04  N27 1.213
8 O 0.85 6.91 2.12  N29 1.216
9 O 0.19 -3.73 -1.24  N24 1.215
10 O -2.88 5.93 -1.49  N21 1.217
11 O 1.71 -5.12 -1.88  N24 1.213
12 O -1.52 -1.87 2.97  C44 1.212
13 O -5.16 0.12 3.95  N23 1.215
14 O -1.15 -8.01 -3.66  N22 1.218
15 O 1.26 7.84 0.23  N29 1.212
16 O 3.58 4.04 3.55  N25 1.216
17 O 3.45 0.12 4.18  N28 1.212
18 O 0.20 -7.02 -5.02  N22 1.210
19 O 1.93 1.24 3.13  N28 1.217
20 O 2.39 5.17 4.95  N25 1.213
21 N -3.33 5.05 -2.20  O5 1.209, O10 1.217, C38 1.489
22 N -0.78 -7.70 -4.78  O14 1.218, O18 1.210, C51 1.488
23 N -5.06 -0.39 5.05  O6 1.213, O13 1.215, C41 1.489
24 N 0.57 -4.84 -1.56  O9 1.215, O11 1.213, C39 1.487
25 N 3.18 5.08 4.03  O16 1.216, O20 1.213, C31 1.486
26 N -1.75 0.04 -3.04  C49 1.153
27 N -3.55 -0.74 -7.25  O2 1.214, O7 1.213, C42 1.489
28 N 2.67 1.05 4.08  O17 1.212, O19 1.217, C45 1.485
29 N 0.57 7.18 0.97  O8 1.216, O15 1.212, C37 1.488
30 C 3.76 1.08 0.72  C50 1.515, H54 1.086, H65 1.092, H82 1.089
31 C 3.70 6.34 3.44  N25 1.486, H72 1.083, H73 1.086, H80 1.085
32 C 2.72 -2.95 0.60  C33 1.380, C46 1.392, H84 1.082
33 C 1.97 -3.73 1.45  C32 1.380, C36 1.387, H69 1.081
34 C -1.09 0.08 0.14  O3 1.426, C35 1.510, C47 1.318
35 C 0.41 0.03 0.06  O4 1.207, C34 1.510, C48 1.484
36 C 0.74 -3.24 1.87  C33 1.387, C40 1.374, H52 1.083
37 C -0.71 6.65 0.42  N29 1.488, H62 1.084, H67 1.085, H75 1.083
38 C -2.64 3.73 -2.17  N21 1.489, H76 1.084, H78 1.085, H85 1.086
39 C -0.42 -5.94 -1.58  N24 1.487, H61 1.084, H63 1.084, H64 1.086
40 C 0.27 -2.03 1.43  C36 1.374, C44 1.491, C48 1.412
41 C -4.06 -1.48 5.21  N23 1.489, H55 1.086, H58 1.086, H79 1.084
42 C -2.94 0.21 -6.28  N27 1.489, H56 1.083, H57 1.086, H70 1.086
43 C 3.21 -0.92 -0.77  C46 1.517, C50 1.537, H53 1.092, H81 1.087
44 C -1.06 -1.55 1.89  O12 1.212, C40 1.491, C47 1.486
45 C 2.61 2.02 5.20  N28 1.485, H60 1.081, H66 1.078, H68 1.088
46 C 2.28 -1.71 0.14  C32 1.392, C43 1.517, C48 1.397
47 C -1.81 -0.64 0.98  C34 1.318, C44 1.486, H59 1.083
48 C 1.02 -1.24 0.53  C35 1.484, C40 1.412, C46 1.397
49 C -1.79 0.33 -1.93  O3 1.307, N26 1.153
50 C 4.28 -0.18 0.05  F1 1.396, C30 1.515, C43 1.537, H83 1.094
51 C -1.57 -8.17 -5.94  N22 1.488, H71 1.086, H74 1.086, H77 1.083
52 H 0.11 -3.82 2.54  C36 1.083
53 H 3.69 -1.63 -1.45  C43 1.092
54 H 2.84 0.85 1.24  C30 1.086
55 H -4.59 -2.37 5.52  C41 1.086
56 H -2.26 -0.33 -5.64  C42 1.083
57 H -2.42 0.97 -6.85  C42 1.086
58 H -3.36 -1.16 5.98  C41 1.086
59 H -2.89 -0.57 0.99  C47 1.083
60 H 3.60 2.45 5.31  C45 1.081
61 H -1.38 -5.54 -1.28  C39 1.084
62 H -0.47 6.03 -0.43  C37 1.084
63 H -0.47 -6.33 -2.60  C39 1.084
64 H -0.08 -6.71 -0.89  C39 1.086
65 H 4.49 1.41 1.46  C30 1.092
66 H 1.88 2.77 4.97  C45 1.078
67 H -1.31 7.50 0.12  C37 1.085
68 H 2.33 1.46 6.09  C45 1.088
69 H 2.32 -4.69 1.77  C33 1.081
70 H -3.75 0.65 -5.70  C42 1.086
71 H -0.91 -8.78 -6.56  C51 1.086
72 H 3.24 7.17 3.96  C31 1.083
73 H 4.78 6.35 3.55  C31 1.086
74 H -1.91 -7.30 -6.48  C51 1.086
75 H -1.20 6.08 1.20  C37 1.083
76 H -3.15 3.06 -2.85  C38 1.084
77 H -2.41 -8.76 -5.57  C51 1.083
78 H -2.68 3.36 -1.15  C38 1.085
79 H -3.55 -1.63 4.27  C41 1.084
80 H 3.41 6.34 2.39  C31 1.085
81 H 2.62 -0.24 -1.36  C43 1.087
82 H 3.60 1.88 -0.01  C30 1.089
83 H 5.10 0.07 -0.63  C50 1.094
84 H 3.70 -3.29 0.28  C32 1.082
85 H -1.61 3.91 -2.48  C38 1.086

Results of the Mulliken charge analysis, in e, for atoms 1 through 4: -0.350 -0.517 -0.245 -0.603